1.
Formula: C2H4BrO2P
Source: the OMol25 dataset
Level of theory: the ωB97M-V functional and the def2-TZVPD basis

The HOMO energy comes out at -9.18 eV. As for the total energy: -85563.878 eV. The calculation puts the relative energy (zero: lowest compared OMol25 entry of this formula, charge and spin) at 185.8 kJ/mol.

Geometry as XYZ:
```
10
Properties=species:S:1:pos:R:3:forces:R:3
H 1.541 2.707 -1.854 -0.39 -2.82 1.74
H -1.892 -0.830 -0.248 -1.00 0.11 -0.62
O 0.062 0.548 -0.511 0.09 0.30 -0.21
C -1.486 -0.707 0.718 3.19 -2.46 -0.34
H -1.524 -1.542 1.376 -0.31 -1.13 0.09
O 0.970 -0.586 1.161 -0.71 -0.97 0.58
H -1.739 0.054 1.322 -2.06 3.18 1.56
Br 2.495 -0.452 -1.921 -0.18 0.65 0.18
C -0.038 -0.368 0.555 0.86 1.40 -1.24
P 1.612 1.174 -0.597 0.51 1.73 -1.73
```
Forces are in eV/Å.

2.
Formula: C2H4BrO2P
Source: the OMol25 dataset
Level of theory: the ωB97M-V functional and the def2-TZVPD basis

The HOMO energy (spin up / spin down) comes out at -9.18 / -9.18 eV. As for the total energy: -85563.111 eV. The calculation puts the relative energy (zero: lowest compared OMol25 entry of this formula, charge and spin) at 259.8 kJ/mol.

Geometry as XYZ:
```
10
Properties=species:S:1:pos:R:3:forces:R:3
O -1.586 -1.648 -0.327 0.80 0.12 0.71
C -0.865 -0.692 -0.065 -2.31 0.39 -1.47
H 2.167 0.209 -0.024 0.61 0.28 -1.18
P 2.082 0.529 1.299 -2.54 -1.43 -0.28
C -1.257 0.643 -0.677 0.60 1.42 -0.84
H -0.993 0.554 -1.771 -0.64 -0.02 0.96
H -2.313 1.046 -0.570 1.28 -1.08 -0.01
H -0.558 1.424 -0.336 -0.34 -0.01 0.13
O 0.250 -0.792 0.565 2.51 0.31 1.80
Br 3.074 -1.273 1.906 0.02 0.01 0.19
```
Forces are in eV/Å.

3.
Formula: C2H4BrOP
Source: the OMol25 dataset
Level of theory: the ωB97M-V functional and the def2-TZVPD basis

The HOMO energy (spin up / spin down) comes out at -8.80 / -9.30 eV. As for the total energy: -83514.426 eV. The calculation puts the relative energy (zero: lowest compared OMol25 entry of this formula, charge and spin) at 302.0 kJ/mol.

Geometry as XYZ:
```
9
Properties=species:S:1:pos:R:3:forces:R:3
O 0.859 1.289 2.389 0.98 0.59 -0.83
C 1.564 0.943 1.460 -1.72 -0.75 0.54
H 1.929 1.492 0.573 0.05 1.00 0.55
H -1.263 -1.433 -0.456 0.98 -0.58 -0.63
C -0.655 -0.573 -0.190 -1.36 -0.53 2.95
Br 3.185 -0.565 -0.435 0.38 -0.30 -0.57
H -1.315 -0.194 0.671 1.79 0.54 -1.28
P 1.786 -0.848 1.224 -1.16 -0.60 -0.42
H -0.167 -0.009 -0.945 0.07 0.64 -0.30
```
Forces are in eV/Å.

4.
Formula: C2H4Cl2
Source: the OMol25 dataset
Level of theory: the ωB97M-V functional and the def2-TZVPD basis

The HOMO energy comes out at -10.76 eV. As for the total energy: -27183.772 eV. The calculation puts the relative energy (zero: lowest compared OMol25 entry of this formula, charge and spin) at 18.0 kJ/mol. Its SMILES is ClCCCl.

Geometry as XYZ:
```
8
Properties=species:S:1:pos:R:3:forces:R:3
H -0.670 -0.640 -1.172 0.34 0.06 -0.06
H 0.732 0.640 1.227 0.34 0.12 -0.32
C 0.223 0.709 0.265 -1.07 -0.61 -0.14
H -0.602 1.415 0.364 0.10 0.08 -0.02
Cl 0.774 -1.944 0.122 0.15 -0.50 0.15
C -0.370 -0.644 -0.124 -0.76 0.83 -0.28
H -1.319 -0.798 0.389 0.31 -0.35 0.56
Cl 1.233 1.261 -1.072 0.57 0.35 0.10
```
Forces are in eV/Å.

5.
Formula: C2H4Cl2F6MgN3O12S6
Source: the OMol25 dataset
Level of theory: the ωB97M-V functional and the def2-TZVPD basis

Its net charge is -1. The HOMO energy comes out at -6.82 eV. As for the total energy: -142978.603 eV. The calculation puts the relative energy (zero: lowest compared OMol25 entry of this formula, charge and spin) at 988.5 kJ/mol.

Geometry as XYZ:
```
36
Properties=species:S:1:pos:R:3:forces:R:3
N -0.086 -3.196 -0.532 1.10 -1.06 2.66
N 2.865 0.990 -0.189 2.04 -0.94 1.71
H -5.024 0.510 -4.386 -0.08 0.15 0.30
F 1.933 3.030 -0.751 -0.56 0.17 0.30
F -1.620 0.161 3.474 -0.36 0.49 -0.29
S 4.288 0.509 0.639 -0.86 -6.95 3.48
S -0.928 -4.361 -1.151 -5.48 -3.34 -4.98
F -1.260 -3.543 -2.533 0.92 -0.24 0.04
Cl -1.408 0.633 -3.765 0.14 0.50 -0.33
O 0.672 -3.093 1.911 -1.04 -1.49 -2.53
O 3.813 3.305 0.733 -0.66 -2.67 -1.80
O 5.621 0.929 0.322 -1.63 0.78 -0.30
H -3.251 2.241 -3.795 0.31 -0.25 0.37
O -0.918 1.362 1.592 -0.42 1.59 1.88
H -2.971 1.578 -5.367 0.25 -0.60 -0.04
O -2.336 2.433 3.511 2.64 -0.73 -1.65
O 3.925 0.117 2.005 0.81 1.87 -2.52
C -3.035 1.307 -4.314 -0.12 -0.46 0.66
S 3.375 2.460 -0.384 -0.39 6.09 -4.36
O -0.630 -5.159 1.419 1.25 2.39 -2.16
O -2.317 -4.456 -0.662 3.08 -0.07 -0.43
S 0.254 2.914 4.463 2.40 6.04 5.78
O -0.226 -5.605 -1.568 -1.34 3.53 1.25
F 1.603 -4.869 0.518 -1.52 0.97 -0.08
Mg 0.527 -0.389 -1.065 0.64 -0.18 1.65
Cl -4.183 0.044 -2.168 -0.13 0.18 -0.80
F 1.779 2.846 5.025 -0.55 0.20 0.13
H -3.828 -0.763 -4.348 0.31 0.25 -0.07
N 0.281 1.481 3.995 -3.85 -1.19 -3.54
S 0.223 -4.077 0.913 3.39 0.98 5.65
S -1.188 1.657 3.029 -0.55 -4.88 -0.20
O -0.538 3.205 5.711 1.85 -0.66 -3.56
O 0.380 3.961 3.452 -0.99 -1.17 0.78
F 4.237 -0.990 -0.058 0.07 0.92 -0.13
C -4.054 0.234 -3.971 -0.21 0.00 0.30
O 4.023 2.594 -1.707 -0.43 -0.24 2.83
```
Forces are in eV/Å.

6.
Formula: C2H4Cl3N2
Source: the OMol25 dataset
Level of theory: the ωB97M-V functional and the def2-TZVPD basis

Its net charge is +1. The HOMO energy comes out at -14.52 eV. As for the total energy: -42677.510 eV. The calculation puts the relative energy (zero: lowest compared OMol25 entry of this formula, charge and spin) at 149.4 kJ/mol.

Geometry as XYZ:
```
11
Properties=species:S:1:pos:R:3:forces:R:3
H -0.473 -1.120 1.010 0.18 -0.29 2.70
Cl 0.161 1.515 2.129 -0.47 0.41 0.43
C -0.551 -0.849 0.026 0.90 0.80 -1.35
C 1.086 1.721 0.742 -0.81 -1.21 -0.42
Cl 2.598 0.981 0.892 0.03 0.49 -0.69
H -0.994 -1.605 -1.725 -0.40 -0.52 -0.23
N 0.015 0.193 -0.435 0.96 2.08 1.19
H -1.317 -2.615 -0.328 -0.34 -0.28 -0.44
N -1.155 -1.713 -0.738 -0.67 -1.11 -0.52
H -0.197 0.363 -1.394 0.24 0.49 -0.93
Cl 0.826 3.127 -0.179 0.38 -0.85 0.28
```
Forces are in eV/Å.

7.
Formula: C2H4Cl3OP
Source: the OMol25 dataset
Level of theory: the ωB97M-V functional and the def2-TZVPD basis

The HOMO energy (spin up / spin down) comes out at -9.13 / -10.63 eV. As for the total energy: -51040.354 eV. The calculation puts the relative energy (zero: lowest compared OMol25 entry of this formula, charge and spin) at 395.9 kJ/mol.

Geometry as XYZ:
```
11
Properties=species:S:1:pos:R:3:forces:R:3
C -0.390 1.278 0.698 -0.95 0.14 -0.39
H 2.163 -0.308 1.067 -0.87 0.18 -0.34
Cl 1.262 -2.548 -0.891 0.96 -0.49 0.21
C 0.311 0.333 -0.145 2.69 -0.92 0.57
H -1.202 1.591 0.070 -0.75 0.80 -0.27
Cl -1.486 -2.008 0.628 0.41 -0.07 0.67
Cl 1.221 1.032 -1.411 0.37 0.43 -0.49
H -0.833 0.915 1.566 -0.87 -1.54 1.38
O -0.965 -1.133 -1.948 -0.30 0.18 -1.51
P -0.197 -1.270 -0.733 -1.86 0.41 0.63
H 0.116 2.118 1.098 1.16 0.89 -0.47
```
Forces are in eV/Å.

8.
Formula: C2H4Cl4
Source: the OMol25 dataset
Level of theory: the ωB97M-V functional and the def2-TZVPD basis

The HOMO energy comes out at -11.05 eV. As for the total energy: -52228.401 eV. The calculation puts the relative energy (zero: lowest compared OMol25 entry of this formula, charge and spin) at 17.6 kJ/mol. Its SMILES is ClCCl.ClCCl.

Geometry as XYZ:
```
10
Properties=species:S:1:pos:R:3:forces:R:3
H 2.597 -1.262 -0.295 0.08 0.21 -0.23
H -2.762 0.264 -0.065 -0.34 -0.35 0.47
Cl -0.974 -0.690 1.177 -0.44 0.62 -0.24
Cl 1.795 -1.071 -2.534 0.23 0.33 0.82
H 1.341 0.000 -0.456 0.28 0.07 -0.19
C 2.240 -0.427 -0.899 0.04 -0.02 -0.50
C -2.327 0.475 0.912 0.27 0.07 0.32
H -1.970 1.504 0.876 0.32 -0.31 0.24
Cl 3.529 0.826 -1.007 -0.63 -0.59 0.09
Cl -3.468 0.382 2.291 0.19 -0.02 -0.79
```
Forces are in eV/Å.

9.
Formula: C2H4ClFO2
Source: the OMol25 dataset
Level of theory: the ωB97M-V functional and the def2-TZVPD basis

The HOMO energy (spin up / spin down) comes out at -8.02 / -8.02 eV. As for the total energy: -21470.780 eV. The calculation puts the relative energy (zero: lowest compared OMol25 entry of this formula, charge and spin) at 277.7 kJ/mol.

Geometry as XYZ:
```
10
Properties=species:S:1:pos:R:3:forces:R:3
Cl 2.284 1.276 0.984 0.24 0.03 -0.03
H 2.214 0.964 -2.001 0.03 0.10 0.20
H -0.809 0.530 1.361 -0.12 -0.03 0.19
O -0.651 -1.248 0.272 -0.19 -0.53 0.11
O 1.611 0.452 -1.435 0.25 -0.24 -0.48
H -1.551 0.456 -0.346 -0.17 -0.02 -0.04
C -0.882 0.055 0.395 3.20 1.38 -1.05
H -0.026 -1.569 0.937 -0.17 0.21 -0.08
C 1.160 1.139 -0.392 -3.53 -0.80 1.34
F 0.748 2.403 -0.728 0.46 -0.10 -0.14
```
Forces are in eV/Å.

10.
Formula: C2H4ClIO
Source: the OMol25 dataset
Level of theory: the ωB97M-V functional and the def2-TZVPD basis

The HOMO energy (spin up / spin down) comes out at -7.84 / -7.73 eV. As for the total energy: -24804.988 eV. The calculation puts the relative energy (zero: lowest compared OMol25 entry of this formula, charge and spin) at 306.1 kJ/mol.

Geometry as XYZ:
```
9
Properties=species:S:1:pos:R:3:forces:R:3
H -2.285 0.882 -0.684 2.35 -1.25 1.33
H 1.203 -2.564 0.329 -3.28 2.42 0.71
H -0.093 2.269 -0.481 -0.83 1.43 -0.64
O -0.313 0.343 0.181 1.96 0.85 0.15
H -1.780 -0.850 -0.105 -0.78 -2.15 0.23
C 0.357 1.436 -0.061 2.52 -0.88 1.23
I 2.295 1.586 0.820 -1.26 -0.11 -0.52
C -1.531 0.144 -0.129 -3.98 2.07 -1.79
Cl 2.147 -3.247 0.129 3.28 -2.39 -0.70
```
Forces are in eV/Å.

> The lowest relative energy (zero: lowest compared OMol25 entry of this formula, charge and spin) belongs to which entry?

C2H4Cl4

> Number 8 is which compound?

C2H4Cl4